[1]
DFT (wB97M-V/def2-TZVPD) results for a structure of composition C30H24BrClLuO2P at a distorted geometry.

As for the HOMO energy: -8.313 eV. Its LUMO energy is 0.4 eV. As for the frontier orbital gap: 8.703 eV. Its energy is -161072.5818 eV.

Structure (ORCA input):
```
! wB97M-V def2-TZVPD RIJCOSX def2/J DEFGRID3
* xyz 0 1
Lu 0.705 -1.583 0.868
Br -0.256 -5.288 0.323
Cl -1.172 -2.072 2.358
P -0.987 1.669 0.240
O 0.564 -2.885 -0.770
O 2.222 -2.315 -2.207
C -1.221 2.489 1.850
C -0.019 3.853 -3.095
C 1.162 4.494 -2.710
C -5.019 1.733 -0.577
C 1.173 -5.603 -0.907
C -5.174 0.619 -1.406
C -0.704 3.029 -2.201
C 2.875 -5.051 -2.576
C -4.070 -0.204 -1.686
C 2.304 -1.105 2.593
C 1.000 3.467 -0.519
C 2.515 0.212 0.695
C 2.047 0.198 2.040
C -3.768 2.052 -0.045
C 3.062 -1.064 0.407
C -1.595 2.196 4.232
C 1.674 4.287 -1.423
C -2.654 1.269 -0.377
C 1.793 -4.645 -1.756
C -1.540 3.584 4.411
C -0.233 2.880 -0.882
C 1.527 -3.166 -1.637
C -2.815 0.103 -1.162
C -1.291 4.417 3.315
C -1.116 3.876 2.037
C 1.646 -6.914 -0.894
C 2.726 -7.301 -1.692
C 3.343 -6.367 -2.540
C -1.424 1.644 2.966
C 2.929 -1.896 1.568
H -1.428 0.563 2.824
H -1.587 2.481 -2.520
H -1.954 -0.549 -1.342
H -1.694 4.014 5.404
H -4.203 -1.081 -2.320
H -6.151 0.383 -1.834
H 1.650 1.060 2.569
H 3.290 -2.914 1.676
H -1.775 1.548 5.090
H -1.236 5.496 3.451
H -0.406 3.991 -4.104
H 1.438 3.258 0.460
H -0.890 4.520 1.191
H -5.876 2.363 -0.342
H 2.607 4.763 -1.130
H 2.079 -1.417 3.608
H 1.687 5.150 -3.412
H 4.178 -6.671 -3.164
H 3.062 -8.321 -1.636
H 3.576 -1.316 -0.520
H 3.356 -4.297 -3.209
H 1.160 -7.621 -0.252
H -3.649 2.897 0.626
H 2.557 1.090 0.046
*
```

Here are the Mulliken charges for atoms 1 to 5, given in e: 1.47 -0.16 -0.61 0.80 -0.70

***

[2]
DFT (wB97M-V/def2-TZVPD) results for a structure of composition C29H25F2N12O4RbS at a distorted geometry.

As for the HOMO energy (alpha / beta): 0.699 / 0.494 eV. Its LUMO energy (alpha / beta) is 3.2 / 3.2 eV. As for the frontier orbital gap (alpha / beta): 2.474 / 2.680 eV. Its energy is -73471.9595 eV.

Structure (ORCA input):
```
! wB97M-V def2-TZVPD RIJCOSX def2/J DEFGRID3
* xyz -2 1
Rb -0.238 0.205 0.041
S 7.054 2.888 -2.537
F -1.020 -0.220 3.332
F 0.422 1.618 3.072
O -3.838 0.932 -2.894
O -2.037 1.277 -1.568
O -5.469 -0.652 -3.561
O -5.884 -2.796 -3.063
N 5.537 3.222 -3.108
N -2.532 0.938 1.426
N -3.823 2.472 2.453
N 0.980 -4.376 1.361
N -1.671 4.540 1.765
N -3.648 -2.979 -1.439
N -2.098 -1.544 -0.841
N 0.446 -2.244 1.110
N -0.524 2.867 0.784
N 6.680 1.858 -1.297
N 1.134 1.747 -1.732
N 2.463 0.160 0.375
C 1.246 3.261 -3.599
C -2.633 2.188 1.757
C 5.213 0.187 0.625
C 0.215 4.050 0.652
C 0.634 -2.524 2.439
C 4.567 0.942 -0.379
C 2.493 1.722 -1.560
C -5.176 -1.802 -2.924
C 0.967 -3.846 2.618
C 0.550 2.483 -2.706
C -2.941 0.545 -2.070
C 4.461 -0.577 1.496
C -1.606 3.173 1.428
C 4.669 2.534 -2.343
C 1.275 -5.740 1.004
C 3.248 2.517 -2.469
C -3.998 -1.811 -2.089
C -0.483 5.079 1.252
C -1.914 -3.834 0.136
C -3.687 0.302 1.901
C 3.096 -0.557 1.331
C 3.149 0.938 -0.520
C -3.016 -0.906 -1.684
C 5.339 1.733 -1.281
C -2.520 -2.775 -0.700
C -4.483 1.239 2.532
C 0.662 -3.380 0.484
C 2.623 3.280 -3.481
C 0.144 0.311 2.918
H -1.604 -4.683 -0.480
H 1.007 -0.326 3.200
H 1.173 4.128 0.159
H 2.442 -1.134 1.980
H -4.176 -3.837 -1.508
H 6.297 0.199 0.722
H 0.403 -6.161 0.497
H 1.186 -4.424 3.505
H -2.629 -4.190 0.885
H -4.828 0.094 -3.358
H 0.519 -1.758 3.195
H 0.728 -1.331 -1.781
H 2.143 -5.744 0.339
H -5.440 1.071 3.005
H -1.034 -3.454 0.662
H 0.601 -3.531 -0.586
H -3.904 -0.749 1.783
H -0.187 6.117 1.324
H -4.137 3.383 2.823
H 0.734 3.834 -4.363
H 4.923 -1.168 2.278
H -2.421 5.030 2.273
H -0.534 2.420 -2.739
H 3.212 3.884 -4.169
H 1.495 -6.316 1.906
*
```

Here are the Mulliken charges for atoms 1 to 5, given in e: -0.47 -0.17 -0.18 -0.26 -0.94

***

[3]
DFT (wB97M-V/def2-TZVPD) results for a cluster of 2 separate species, HNO3S in total at a distorted geometry.

The energy relative to the best compared isomer or geometry (same formula, charge and spin) is 45.6 kJ/mol. As for the HOMO energy (alpha / beta): -8.683 / -9.770 eV. Its LUMO energy (alpha / beta) is -1.0 / -1.5 eV. As for the frontier orbital gap (alpha / beta): 7.668 / 8.268 eV. Its energy is -18480.1911 eV.

Structure (ORCA input):
```
! wB97M-V def2-TZVPD RIJCOSX def2/J DEFGRID3
* xyz 0 1
S -1.039 -1.256 0.528
O -0.238 -0.542 -0.655
O -1.905 -2.230 -0.083
O -2.432 1.461 -0.489
N -2.810 0.681 0.349
H -0.849 0.180 -1.067
*
```

Here are the Mulliken charges for atoms 1 to 5, given in e: 0.47 -0.41 -0.40 -0.23 0.17

***

[4]
DFT (wB97M-V/def2-TZVPD) results for a structure of composition C31H24CoN3O8P at a distorted geometry.

The energy relative to the best compared isomer or geometry (same formula, charge and spin) is 64.7 kJ/mol. As for the HOMO energy (alpha / beta): -0.306 / -2.139 eV. Its LUMO energy (alpha / beta) is 4.0 / 4.0 eV. As for the frontier orbital gap (alpha / beta): 4.314 / 6.147 eV. Its energy is -100304.1151 eV.

Structure (ORCA input):
```
! wB97M-V def2-TZVPD RIJCOSX def2/J DEFGRID3
* xyz -2 4
Co 0.819 1.024 -0.019
P -1.571 -0.868 2.018
O 2.759 3.542 -1.035
O 5.027 -0.626 -1.111
O 7.003 1.504 -1.556
O -1.687 0.492 -6.485
O 2.490 0.593 -0.529
O -1.036 1.145 0.369
O 5.516 4.031 -1.843
O -2.791 2.505 0.612
N -1.983 2.744 -6.272
N 0.305 1.444 -1.916
N 0.767 3.060 0.793
C 2.397 0.312 2.230
C -0.949 1.507 -4.470
C -2.125 -2.241 3.138
C -1.592 2.287 0.625
C 4.799 0.576 -1.156
C -2.477 -1.868 4.441
C -0.901 2.649 -3.604
C -2.746 -2.499 -1.533
C -2.351 -3.560 2.756
C -0.363 -2.328 -0.121
C 1.096 0.163 1.741
C -3.212 -4.101 4.943
C -1.585 -3.044 -2.069
C -1.534 1.501 -5.774
C -0.629 3.399 1.054
C -0.397 -2.957 -1.361
C 0.237 -0.724 2.427
C 0.759 -1.485 3.484
C 2.066 -1.339 3.925
C 0.264 0.341 -2.730
C 5.055 2.955 -1.531
C -2.891 -4.481 3.649
C 3.642 2.672 -1.145
C -1.521 -1.781 0.426
C -0.294 2.568 -2.388
C 5.809 1.651 -1.447
C 2.884 -0.407 3.311
C -2.998 -2.785 5.340
C 3.543 1.258 -0.921
C -0.334 0.325 -3.950
C -2.710 -1.868 -0.299
H -3.605 -1.401 0.101
H 2.434 -1.954 4.738
H -1.367 3.586 -3.881
H -2.094 -3.874 1.751
H -0.794 3.502 2.128
H -2.150 2.692 -7.264
H 0.577 -2.257 0.416
H 0.135 -2.214 3.980
H -2.331 -0.835 4.744
H 3.909 -0.267 3.634
H -1.604 -3.508 -3.048
H 1.201 3.509 -0.018
H 0.517 -3.363 -1.780
H -3.674 -2.540 -2.092
H 1.367 3.235 1.585
H 0.761 -0.542 -2.347
H -0.258 3.438 -1.741
H -3.253 -2.473 6.347
H -3.631 -4.821 5.636
H -0.332 -0.574 -4.551
H -0.944 4.327 0.580
H -1.438 3.547 -5.999
H -3.055 -5.504 3.330
H 3.070 1.003 1.737
*
```

Here are the Mulliken charges for atoms 1 to 5, given in e: -0.04 -0.22 -0.93 -0.74 -0.67

***

[5]
DFT (wB97M-V/def2-TZVPD) results for a cluster of 7 separate species, C27H40Cl4N6 in total.

The energy relative to the best compared isomer or geometry (same formula, charge and spin) is 0.0 kJ/mol. As for the HOMO energy: -7.924 eV. The SMILES is ClC(Cl)(Cl)Cl.c1cc[nH]c1.c1cc[nH]c1.c1cc[nH]c1.c1cc[nH]c1.c1cc[nH]c1.CCN(CC)CC. Its LUMO energy is 0.4 eV. As for the frontier orbital gap: 8.349 eV. Its energy is -87676.8097 eV.

Structure (ORCA input):
```
! wB97M-V def2-TZVPD RIJCOSX def2/J DEFGRID3
* xyz 0 1
Cl 1.739 0.764 0.649
Cl 2.876 2.677 -1.171
Cl 2.645 -0.080 -1.950
Cl 0.281 1.529 -1.690
N 1.350 2.799 -6.845
N 1.320 -2.867 2.982
N -2.683 0.033 0.733
N -3.508 5.587 -0.885
N 5.707 -3.756 1.285
N -0.949 -2.404 0.376
C -3.644 -0.863 1.372
C 5.056 -2.026 0.075
C 1.631 -3.142 5.154
C 0.899 -3.282 -0.451
C 0.115 -2.154 -0.433
C 4.357 -2.004 1.314
C -2.431 6.067 -1.565
C 4.772 -3.095 2.029
C 5.883 -3.116 0.091
C 1.926 -1.792 4.820
C 2.061 2.920 -4.758
C -1.566 0.394 2.951
C 1.264 -3.780 3.996
C -0.871 -3.667 0.883
C -2.047 0.989 1.640
C -1.390 5.219 -1.340
C 1.716 -1.655 3.474
C -4.948 -0.215 1.842
C 2.841 1.948 -5.443
C -3.174 4.427 -0.238
C -3.561 -0.248 -1.581
C -1.855 4.177 -0.491
C 1.896 1.226 -1.044
C 0.272 -4.242 0.386
C -3.193 0.701 -0.448
C 1.150 3.424 -5.647
C 2.383 1.905 -6.732
H 0.617 -5.243 0.589
H -5.509 -0.887 2.492
H -2.709 -0.884 -1.835
H 0.410 4.201 -5.560
H -3.156 -1.377 2.202
H -1.263 3.349 -0.140
H -0.392 5.347 -1.728
H 1.847 -3.438 -0.941
H -4.060 1.338 -0.208
H -1.181 1.404 1.116
H 0.216 -1.215 -0.944
H -0.840 1.085 3.382
H -1.076 -0.573 2.824
H 3.619 -1.304 1.665
H -3.886 3.933 0.402
H 1.870 -0.840 2.792
H 0.927 -4.783 3.801
H 6.516 -3.518 -0.681
H -4.749 0.703 2.397
H -2.461 6.956 -2.169
H -5.592 0.021 0.994
H -3.818 0.329 -2.471
H 4.971 -1.298 -0.712
H 2.182 -0.991 5.493
H -1.637 -4.019 1.553
H 2.143 3.236 -3.732
H -4.441 5.955 -0.916
H 2.667 1.265 -7.550
H -2.412 1.369 -0.819
H -4.406 -0.901 -1.363
H -3.880 -1.661 0.662
H 3.607 1.302 -5.050
H -1.633 -1.685 0.583
H -2.373 0.271 3.675
H 6.128 -4.631 1.539
H 0.861 3.002 -7.698
H 1.107 -3.051 2.011
H 1.688 -3.619 6.118
H -2.725 1.832 1.858
H 4.501 -3.379 3.032
*
```

Here are the Mulliken charges for atoms 1 to 5, given in e: -0.14 -0.14 -0.07 -0.06 0.01